[1]
Formula: C39H40BF6NO3
Source: the Open Molecules 2025 dataset
Level of theory: the ωB97M-V functional and the def2-TZVPD basis

```
90
Properties=species:S:1:pos:R:3:mulliken_charge:R:1
C -3.129 -0.915 5.234 -1.996
C -1.882 -1.292 4.462 1.585
C -0.692 -1.357 5.421 -1.826
C -1.988 -2.624 3.564 1.716
C -1.543 -3.904 4.248 -1.948
C -3.400 -2.823 3.022 -1.823
O -1.103 -2.371 2.482 -0.978
B -0.921 -0.955 2.458 1.076
C 0.639 -0.537 2.563 -0.190
C 0.985 0.693 3.105 -0.935
C 2.324 1.064 3.151 0.167
C 2.707 2.439 3.622 0.612
F 3.519 2.395 4.725 -0.277
F 3.394 3.121 2.647 -0.269
F 1.620 3.199 3.951 -0.280
C 3.332 0.197 2.744 -0.813
C 2.962 -1.048 2.266 0.145
C 3.999 -2.014 1.764 0.738
F 3.810 -2.276 0.425 -0.242
F 5.272 -1.550 1.903 -0.306
F 3.926 -3.217 2.416 -0.278
C 1.624 -1.437 2.204 -0.766
C -1.560 -0.404 0.758 0.372
C -0.397 0.106 -0.009 -0.871
C -2.674 0.519 1.039 1.083
C -3.975 0.187 0.631 -0.402
C -5.035 1.062 0.868 -0.995
C -4.808 2.276 1.524 -0.631
C -3.510 2.618 1.923 -0.869
C -2.448 1.756 1.665 -0.090
O -1.645 -0.290 3.494 -0.461
H -3.385 -1.708 5.946 0.350
H -2.935 0.002 5.801 0.464
H -3.975 -0.734 4.565 0.334
H -0.933 -1.996 6.279 0.387
H 0.211 -1.742 4.930 0.207
H -0.472 -0.349 5.795 0.392
H -2.192 -4.126 5.104 0.344
H -1.615 -4.736 3.539 0.439
H -0.506 -3.836 4.591 0.353
H -4.074 -3.140 3.828 0.385
H -3.792 -1.905 2.564 0.192
H -3.386 -3.610 2.260 0.425
H 0.232 1.377 3.487 0.825
H 4.376 0.486 2.801 0.558
H 1.372 -2.435 1.851 0.535
H -1.915 -1.370 0.390 0.396
H 0.395 -0.638 -0.117 0.454
H -0.757 0.355 -1.001 -0.412
H 0.022 1.018 0.429 0.244
H -4.131 -0.769 0.122 0.442
H -6.039 0.779 0.549 0.447
H -5.636 2.958 1.720 0.405
H -3.315 3.554 2.451 0.421
H -1.432 2.031 1.954 0.173
C -6.966 1.023 -5.258 -0.807
O -6.223 2.182 -4.818 -0.442
C -4.982 1.989 -4.300 0.905
C -4.346 0.724 -4.241 -1.215
C -3.077 0.626 -3.694 -0.326
C -2.408 1.755 -3.172 0.291
C -1.078 1.654 -2.635 -0.604
C -0.043 0.937 -3.256 1.571
C 1.341 0.899 -2.787 0.735
C 2.006 1.534 -1.746 0.051
C 3.361 1.229 -1.533 -0.799
C 4.041 0.320 -2.358 -0.720
C 3.375 -0.334 -3.410 -0.946
C 2.035 -0.020 -3.600 0.118
N 1.132 -0.515 -4.551 0.172
C 1.443 -1.510 -5.562 -0.918
C -0.088 0.064 -4.377 -1.089
C -3.087 3.006 -3.199 -0.207
C -4.320 3.136 -3.792 -0.915
H -7.932 1.431 -5.553 0.245
H -6.475 0.543 -6.116 0.326
H -7.090 0.294 -4.445 0.345
H -4.851 -0.163 -4.631 0.354
H -2.584 -0.346 -3.670 0.683
H -0.783 2.369 -1.859 0.307
H 1.473 2.261 -1.133 0.272
H 3.896 1.719 -0.715 0.410
H 5.097 0.118 -2.181 0.423
H 3.864 -1.056 -4.061 0.223
H 2.494 -1.789 -5.465 0.290
H 0.817 -2.404 -5.433 0.337
H 1.262 -1.113 -6.570 0.338
H -0.921 -0.147 -5.042 0.714
H -2.585 3.884 -2.788 0.437
H -4.824 4.097 -3.878 0.435
```

Properties
charge	0
strongest force on any atom	2.60	eV/A
energy	-65706.988	eV

---

[2]
Formula: C4H10N4
Source: the Open Molecules 2025 dataset
Level of theory: the ωB97M-V functional and the def2-TZVPD basis

```
18
Properties=species:S:1:pos:R:3:nbo_charge:R:1
C 0.996 -1.407 0.336 0.142
C -1.267 -0.214 -0.123 0.565
C 2.411 0.154 -0.374 -0.019
C 0.074 -0.226 0.609 -0.188
N 2.095 -1.069 -0.081 -0.289
N -2.290 -0.640 0.563 -0.658
N -1.349 0.168 -1.366 -0.709
N 0.897 0.953 0.302 -0.657
H 0.777 -2.394 0.576 0.254
H 3.242 0.507 0.358 0.274
H 2.787 0.347 -1.429 0.295
H -0.190 -0.359 1.702 0.280
H -2.178 -0.764 1.584 0.439
H -3.173 -0.873 0.340 0.445
H -0.662 0.097 -2.111 0.454
H -2.237 0.076 -1.782 0.437
H 1.268 1.678 1.001 0.486
H 0.519 1.650 -0.363 0.451
```

Properties
charge	+2
strongest force on any atom	5.08	eV/A
energy	-10251.623	eV

---

[3]
Formula: C46H54ClN2O25P3S3
Source: the Open Molecules 2025 dataset
Level of theory: the ωB97M-V functional and the def2-TZVPD basis

```
134
Properties=species:S:1:pos:R:3:mulliken_charge:R:1
C 2.449 -2.783 -1.573 -1.328
C 2.639 -1.333 -1.114 -0.325
C 1.285 -0.763 -0.672 -0.596
C 1.423 0.466 0.258 -0.041
C 1.007 1.792 -0.379 -1.770
C -0.416 2.333 -0.095 -1.478
C -0.933 2.122 1.327 0.512
C -1.782 0.879 1.663 -1.855
C -3.294 0.920 1.346 -0.524
N -3.918 2.118 1.841 0.876
C -3.642 2.475 3.245 -1.523
C -4.188 3.356 1.145 0.349
C -3.164 4.190 0.416 -1.164
O -5.301 3.858 1.314 -0.574
C -3.724 0.389 -0.038 -0.791
Cl -3.689 1.686 -1.349 -0.001
P -2.485 -0.832 -0.798 1.291
S -1.901 -2.394 0.175 -0.367
C -5.235 -0.153 -0.135 1.011
P -5.689 -0.475 -1.945 0.708
O -6.427 -1.741 -2.157 -0.771
P -6.547 1.127 0.323 0.156
S -8.344 0.663 -0.304 -0.270
C -5.400 -1.511 0.615 -0.678
C -6.766 -1.882 1.229 -1.398
N -7.666 -2.634 0.386 -0.602
O -4.419 -1.680 1.667 -0.357
S -4.025 -0.418 2.517 1.683
O -3.031 -0.832 3.448 -0.761
O -5.229 0.116 3.083 -0.733
H 3.315 -3.180 -2.089 0.470
H 2.216 -3.396 -0.708 0.382
H 1.568 -2.823 -2.211 0.154
H 3.272 -1.350 -0.230 0.257
H 3.089 -0.732 -1.898 0.313
H 0.696 -0.535 -1.557 0.372
H 0.827 -1.554 -0.085 0.028
H 2.484 0.545 0.486 0.363
H 0.939 0.257 1.207 0.329
H 1.715 2.565 -0.086 0.356
H 1.096 1.698 -1.459 0.511
H -0.337 3.410 -0.235 0.511
H -1.088 1.999 -0.878 0.624
H -1.342 3.021 1.764 0.464
H -0.025 1.972 1.910 -0.072
H -1.260 0.019 1.251 0.696
H -1.643 0.751 2.728 0.676
H -3.236 1.681 3.855 0.567
H -2.981 3.333 3.327 0.766
H -4.580 2.775 3.702 0.235
H -2.508 4.627 1.168 0.279
H -3.654 5.009 -0.090 0.396
H -2.527 3.669 -0.281 0.171
H -1.406 0.023 -1.051 -0.201
H -2.972 -1.189 -2.057 -0.169
H -4.539 -0.475 -2.728 0.057
H -6.441 0.605 -2.426 0.072
H -6.536 1.360 1.696 0.140
H -6.159 2.310 -0.298 0.181
H -5.164 -2.287 -0.107 0.873
H -6.513 -2.539 2.059 0.397
H -7.298 -1.051 1.674 0.416
H -8.171 -2.020 -0.237 0.305
H -7.165 -3.316 -0.160 0.307
C 1.868 5.308 6.133 -1.083
C 0.661 5.235 5.558 0.249
C 0.244 4.044 4.742 0.748
O -0.871 4.038 4.247 -0.420
C 1.187 2.963 4.568 -0.346
C 2.399 3.032 5.135 -0.197
C 2.816 4.214 5.970 1.103
O 3.924 4.198 6.464 -0.614
O 3.303 2.077 4.994 -0.511
O -0.250 6.195 5.658 -0.619
H 2.179 6.159 6.722 0.470
H 0.880 2.119 3.967 0.540
H 4.106 2.342 5.487 0.438
H -1.027 5.889 5.156 0.348
C -4.568 -2.367 -7.579 -1.079
C -3.278 -2.434 -7.934 0.317
C -2.178 -2.520 -6.912 1.001
O -1.030 -2.590 -7.305 -0.636
C -2.541 -2.510 -5.506 -0.992
C -3.830 -2.443 -5.149 0.290
C -4.934 -2.375 -6.169 1.021
O -6.077 -2.327 -5.766 -0.590
O -4.218 -2.432 -3.878 -0.462
O -2.870 -2.428 -9.196 -0.567
H -5.366 -2.304 -8.304 0.429
H -1.737 -2.562 -4.785 0.663
H -5.203 -2.383 -3.869 0.295
H -1.897 -2.486 -9.166 0.359
C 1.615 -7.655 -5.071 -0.956
C 1.146 -6.502 -4.575 0.268
C 0.612 -5.415 -5.468 1.067
O 0.186 -4.403 -4.945 -0.519
C 0.633 -5.624 -6.904 -1.195
C 1.104 -6.776 -7.400 0.542
C 1.616 -7.874 -6.507 0.950
O 2.011 -8.894 -7.038 -0.622
O 1.156 -7.041 -8.697 -0.587
O 1.114 -6.230 -3.278 -0.602
H 1.999 -8.444 -4.440 0.446
H 0.259 -4.826 -7.531 0.523
H 1.534 -7.937 -8.775 0.357
H 0.728 -5.338 -3.195 0.319
C 6.774 -2.447 5.350 -0.988
C 6.390 -1.287 5.897 0.318
C 5.905 -0.137 5.058 1.164
O 5.552 0.872 5.648 -0.697
C 5.879 -0.285 3.616 -0.921
C 6.266 -1.448 3.071 0.185
C 6.728 -2.611 3.908 0.890
O 7.044 -3.633 3.331 -0.628
O 6.272 -1.668 1.765 -0.565
O 6.403 -1.064 7.204 -0.591
H 7.122 -3.282 5.943 0.428
H 5.548 0.556 3.011 0.719
H 6.590 -2.583 1.647 0.354
H 6.076 -0.154 7.329 0.357
C 5.492 5.653 1.679 -0.895
C 5.166 4.379 1.930 0.036
C 6.006 3.231 1.442 0.948
O 5.648 2.100 1.726 -0.332
C 7.188 3.524 0.657 -1.268
C 7.516 4.799 0.403 0.311
C 6.690 5.950 0.911 1.064
O 7.066 7.075 0.649 -0.609
O 8.578 5.144 -0.306 -0.576
O 4.089 4.032 2.621 -0.323
H 4.896 6.485 2.027 0.481
H 7.774 2.690 0.299 0.478
H 8.581 6.120 -0.334 0.363
H 4.090 3.056 2.669 0.246
```

Properties
SMILES string	CCCCCCCC[C@@]1(N(C)C(C)=O)[C@@](Cl)([PH2]=S)[C@]([PH2]=O)([PH2]=S)[C@H](CN)OS1(=O)=O.O=C1C=C(O)C(=O)C=C1O.O=C1C=C(O)C(=O)C=C1O.O=C1C=C(O)C(=O)C=C1O.O=C1C=C(O)C(=O)C=C1O.O=C1C=C(O)C(=O)C=C1O
charge	0
strongest force on any atom	2.35	eV/A
energy	-175635.656	eV

---

LUMO energy (eV)
-2.55 -8.27 -1.93
Relative energy (zero: lowest compared OMol25 entry of this formula, charge and spin) (eV)
0.000 1.718 0.000
HOMO energy (eV)
-6.2 -19.7 -8.8